No. 1
This record from the Open Molecules 2025 dataset describes C39H57B2InN9O4 as an isolated structure. The level of theory is ωB97M-V with the def2-TZVPD basis set.

Summary:
HOMO = -4.27 eV
E = -69496.1120 eV
maximum force = 0.94 eV/Å
total charge = -1

XYZ file:
```
112
Properties=species:S:1:pos:R:3:mulliken_charge:R:1
C 0.558 3.871 3.677 -0.070
H -6.248 9.201 -0.356 0.166
H -4.572 -0.254 -1.686 0.342
C 3.050 -4.276 -7.012 -0.577
C 4.112 0.289 -2.547 -0.736
H -1.209 -2.168 -0.450 0.105
H 1.418 0.446 1.912 0.247
C 3.650 0.004 -1.289 -0.113
N -5.819 8.321 -0.145 0.042
N 2.272 0.088 2.319 0.354
H 2.330 -1.828 1.391 0.297
C 3.973 -1.253 2.786 -0.382
H -0.864 -5.318 -1.520 0.481
H -3.775 8.930 -0.055 0.394
H 2.907 -0.696 -0.948 0.323
B -4.269 0.985 0.387 0.334
H -3.052 1.860 -2.573 -0.401
H 0.637 -9.659 -5.758 0.377
H -3.166 -1.254 -1.320 0.065
In -2.944 2.407 -0.860 0.763
H 0.449 3.129 1.011 0.181
H -5.164 0.809 2.080 0.242
H -2.047 -7.090 -3.823 0.281
N -1.646 -7.922 -4.225 0.076
H 9.134 -0.302 4.572 0.386
H -3.966 6.745 6.748 0.426
H -2.161 4.497 5.453 0.372
C -5.556 6.161 0.278 -0.220
C -4.474 8.115 0.026 -0.617
H -5.755 5.115 0.444 0.485
N -3.225 -3.690 -3.052 0.054
H 2.891 -6.954 -8.714 0.181
H 7.047 -4.092 4.373 0.437
C 8.463 -1.136 4.682 -0.527
B -0.793 2.145 -0.109 -0.041
C -0.234 -9.283 -5.248 -0.366
H 5.829 2.293 -0.551 0.376
C 5.103 1.300 -2.411 -0.446
C -3.901 7.661 3.628 -0.036
H -2.189 9.007 3.508 0.390
H 0.479 5.714 2.423 0.327
H -4.783 -1.859 -0.949 0.292
C -3.707 7.209 5.813 -0.733
H -7.554 7.079 -0.087 0.394
H -1.579 -11.067 -5.055 0.383
O -0.006 3.249 0.169 -0.567
C -1.942 -3.752 -2.591 -0.766
C 0.101 5.072 3.200 -1.009
H 5.672 1.761 -3.201 0.387
C 3.066 0.763 3.202 -0.631
C 2.407 -5.181 -6.124 -0.303
C 4.135 -0.042 3.509 -0.360
H -3.332 6.303 0.466 0.590
C 7.342 -3.085 4.614 -0.318
C 8.479 -2.384 4.122 -0.425
N 7.363 -1.056 5.493 0.031
N -1.025 5.399 3.896 0.221
C -4.278 6.785 0.289 -0.470
H 0.451 -0.262 -1.334 0.114
H -1.568 6.237 3.758 0.237
C 6.676 -2.238 5.458 -0.577
C 2.289 -6.378 -6.776 -0.231
C -0.426 -7.991 -4.828 -0.178
H 1.865 -7.317 -6.465 0.169
H -4.915 -4.988 -3.028 0.442
H 4.944 0.208 4.175 0.511
H -3.230 -6.650 -1.706 0.606
H -1.138 -1.211 1.030 0.320
H 4.173 0.799 0.593 0.199
H -1.264 -2.927 -2.728 0.697
C -2.243 -9.149 -4.249 -0.400
O -5.224 1.383 1.306 -0.468
C -4.160 -0.963 -0.970 -0.629
H -0.281 2.551 5.284 0.387
H 2.069 -4.973 -5.122 0.471
C 2.812 -1.142 2.064 -0.787
H 3.770 -4.639 -9.090 0.366
H 7.097 -0.251 6.028 0.215
N -4.432 6.969 4.676 0.061
H 4.635 -2.103 2.794 0.538
N 2.839 -6.233 -8.020 0.004
C -1.770 -4.968 -1.986 -0.334
C -1.303 4.422 4.808 -0.250
H -3.426 4.101 -0.715 -0.372
H 9.218 -2.754 3.431 0.396
C 5.204 1.591 -1.076 -0.638
C -6.483 7.132 0.011 -0.754
C -2.820 8.362 4.097 -0.512
C -0.609 -1.454 0.109 -0.723
C -0.409 -0.155 -0.669 -0.094
H 2.808 1.753 3.535 0.185
H 1.434 3.350 3.328 0.610
C -3.885 -4.846 -2.750 -0.507
H -3.624 -2.905 -3.535 0.245
H 3.297 -3.246 -6.819 0.410
C 3.304 -4.955 -8.173 -0.472
H -4.332 7.598 2.642 0.053
N 4.316 0.801 -0.404 0.236
H 5.775 -2.372 6.030 0.381
H -5.232 6.367 4.613 0.210
H -3.218 -9.300 -3.818 0.362
C -1.393 -10.020 -4.879 -0.740
O -4.084 -0.410 0.333 -0.596
H 0.346 -1.899 0.388 -0.018
H 3.777 -0.172 -3.460 0.453
H -1.295 0.025 -1.279 0.038
H -1.946 8.448 6.164 0.402
C -3.009 -5.664 -2.085 -0.865
C -2.694 8.071 5.486 -0.275
O -0.182 0.923 0.221 0.087
H 0.201 -7.120 -4.904 0.164
C -0.338 3.454 4.700 -0.842
```


No. 2
This record from the Open Molecules 2025 dataset describes a 10-piece molecular cluster, C39H58ClN5O27 overall in a non-equilibrium geometry. The level of theory is ωB97M-V with the def2-TZVPD basis set.

Summary:
HOMO = -8.73 eV
E = -116617.1656 eV
maximum force = 5.32 eV/Å

XYZ file:
```
130
Properties=species:S:1:pos:R:3:mulliken_charge:R:1
C 4.375 -0.702 2.564 -0.819
H -0.921 4.408 -6.583 0.220
O -6.273 2.913 -0.966 -0.555
C 0.364 -1.976 4.381 -0.199
H 2.488 -1.764 -3.623 0.441
H 3.794 0.385 -0.993 0.361
C 1.868 -5.785 1.508 -0.680
C 1.151 -4.906 -0.683 0.599
C -2.526 -2.679 -0.566 0.286
O 4.035 -0.536 -1.120 -0.566
C 2.594 0.560 -4.758 -0.757
H -3.065 4.670 -6.142 0.450
H -1.572 5.390 7.529 0.333
H -3.995 -5.813 -3.534 0.339
O 4.481 -2.640 3.997 -0.601
H 4.165 -3.059 -0.501 0.436
O 1.044 -3.659 7.430 -0.578
H -3.067 -2.489 -4.006 0.484
H 0.987 -2.407 -4.287 0.279
H 0.891 -1.126 -2.970 0.145
O -3.675 -4.971 -3.865 -0.565
H 0.130 3.944 -3.124 0.311
C -1.314 5.263 6.478 -0.652
H -1.684 6.375 4.029 0.422
H -0.581 2.860 2.350 -0.214
O -1.771 -1.326 3.530 -0.507
O 0.710 -0.389 0.136 0.218
H 2.316 0.977 -3.790 0.318
O 1.789 2.343 6.441 -0.590
H 3.523 -0.005 -4.827 0.411
C -0.907 4.234 -3.295 -0.190
O -3.625 -6.050 -1.275 -0.640
H 0.335 2.709 -6.145 0.591
H -4.860 1.306 0.771 0.445
H -4.339 3.040 0.885 0.339
H -3.380 1.686 0.195 -0.060
H 0.464 5.988 2.684 0.507
H -1.711 -1.039 0.079 0.068
O 2.102 -8.527 -1.006 -0.548
O 4.559 -4.263 1.733 -0.599
H -2.554 4.296 -1.103 0.134
H 1.500 -0.536 -7.210 0.255
N -5.074 2.605 -1.001 0.871
C 1.932 1.686 4.124 0.536
C 0.455 -3.058 6.601 0.320
C 1.365 -6.338 -1.164 -0.988
O 0.795 -4.076 -1.540 -0.464
H 2.570 1.331 -5.529 0.241
H 1.322 2.344 3.505 -0.127
O 1.112 1.912 0.791 -0.507
O 4.183 1.082 1.146 -0.648
C -2.682 4.388 -5.160 -1.552
H -0.636 4.416 6.586 0.129
C -2.625 -1.998 -1.910 0.787
H -1.152 -3.519 8.430 0.328
C -1.887 5.317 4.195 -0.996
C 1.038 -2.483 5.415 -0.609
H -2.355 -4.386 0.426 0.462
H 2.962 2.044 4.106 0.291
H -1.202 5.765 -4.802 0.196
C 4.242 -1.079 0.140 0.242
H 2.113 0.673 3.764 -0.501
O 2.477 -8.059 1.738 -0.605
H -1.395 1.479 -6.050 0.062
H -0.717 0.435 -7.059 0.357
H 1.077 -2.926 0.364 -0.205
H -1.448 3.311 -3.086 0.112
C 0.040 5.028 2.390 -1.011
C -0.445 0.953 -6.140 -0.687
H 4.110 -3.511 3.838 0.312
C -2.783 -3.986 -0.482 -0.399
O 0.606 1.880 -6.546 -0.618
O 0.064 1.477 5.500 -0.490
H 0.294 -1.239 2.663 -0.386
H -2.785 3.309 -5.276 0.244
N -1.328 3.245 2.909 -0.284
H -2.754 5.222 3.541 0.314
H 0.979 -1.886 -6.534 0.388
H 2.729 -1.595 -6.286 0.387
H 2.112 -2.415 5.319 0.507
C 1.441 -1.534 -3.818 -0.833
O -2.351 5.018 5.534 -0.383
H -0.571 5.096 1.490 -0.221
O 0.951 -1.598 3.263 0.944
O -4.481 2.665 -2.113 -0.471
C 4.484 -3.075 1.627 0.397
C -1.139 -1.833 4.402 0.890
H -0.037 0.766 -3.972 0.141
N 1.266 1.757 5.479 0.902
C 2.087 -7.152 1.020 0.569
H 0.875 4.422 2.039 0.318
H 1.270 -6.511 -2.226 0.462
H 4.353 -0.076 3.444 0.550
N 1.454 -0.492 -4.965 0.427
C 0.019 0.166 -4.880 0.366
H -0.106 4.162 4.371 -0.087
H -1.436 5.513 -0.344 0.241
C 1.742 -1.135 -6.332 -0.928
C -4.368 2.140 0.271 -0.520
Cl 0.514 1.042 -0.221 0.452
C -1.312 4.682 -4.760 0.324
H -0.706 -0.639 -4.760 0.060
H 0.447 4.527 -5.820 0.305
O -2.328 -0.790 -2.105 -0.521
O -0.867 1.245 -0.294 -0.379
C -1.685 -2.364 5.626 -0.880
C 4.408 -2.050 2.739 0.640
C -1.036 -2.996 6.598 0.444
C -1.548 4.716 -1.080 -0.192
H 2.446 -9.121 -0.334 0.324
O 1.261 -3.488 1.120 0.483
C -3.286 -4.871 -1.503 0.360
H 2.025 -5.562 2.553 0.546
H -0.701 6.143 6.284 0.338
N -0.456 4.080 -5.749 -0.580
C -3.307 -4.170 -2.829 0.573
O 1.142 1.468 -1.423 -0.610
C 4.229 -0.111 1.317 0.973
C 1.415 -4.791 0.738 -0.114
C -0.799 4.443 3.577 1.226
C -2.950 -2.873 -3.004 -1.094
O -2.057 -1.887 0.364 -0.283
O -1.144 5.214 -2.328 -0.553
H -3.463 4.730 -4.481 0.341
H -0.803 4.036 -0.668 0.060
H -2.759 -2.252 5.649 0.448
C 1.801 -7.358 -0.438 0.472
O -1.683 -3.602 7.634 -0.546
C 4.291 -2.431 0.368 -0.697
H -1.692 2.680 3.664 0.227
```


Kohn-Sham gap: 6.5 6.8 (eV)
LUMO: 2.2 -1.9 (eV)